(1)
{"formula": "CH6O", "method": "the ωB97M-V functional and the def2-TZVPD basis", "smiles": "C.O", "total_charge": 0, "orbital_gap_ev": 12.50, "e_tot_ev": -3181.657, "e_above_lowest_ev": 0.018, "homo_ev": -11.59, "symbols": ["C", "H", "H", "H", "H", "O", "H", "H"], "xyz": [[-0.672740, -1.136480, -1.406107], [-0.523700, -2.093670, -0.884967], [0.264560, -0.835910, -1.897157], [-1.463100, -1.249820, -2.162737], [-0.969260, -0.365680, -0.679507], [0.744509, 1.840279, 2.216982], [1.124279, 2.633939, 2.657592], [1.495449, 1.207339, 2.155902]], "forces_ev_per_a": [[-0.008, 0.014, 0.014], [-0.056, 0.347, -0.195], [-0.344, -0.110, 0.177], [0.294, 0.036, 0.275], [0.118, -0.281, -0.265], [1.161, 0.163, 0.388], [-0.376, -0.878, -0.477], [-0.789, 0.711, 0.082]], "lowdin_charge": [-0.06, 0.01, 0.01, 0.02, 0.02, -0.09, 0.05, 0.05]}

(2)
{"formula": "CH6O", "method": "the ωB97M-V functional and the def2-TZVPD basis", "smiles": "C.O", "total_charge": 0, "orbital_gap_ev": 12.40, "e_tot_ev": -3181.657, "e_above_lowest_ev": 0.018, "homo_ev": -11.51, "symbols": ["C", "H", "H", "H", "H", "O", "H", "H"], "xyz": [[-1.180135, -0.452509, 0.113192], [-2.146175, -0.479189, 0.638612], [-0.524575, -1.241819, 0.509702], [-1.342705, -0.616789, -0.962258], [-0.706465, 0.528411, 0.266252], [1.761494, 1.097340, -0.158158], [2.156194, 0.565861, 0.569852], [1.982364, 0.598691, -0.977197]], "forces_ev_per_a": [[-0.061, 0.111, 0.056], [0.327, -0.046, -0.204], [-0.234, 0.273, -0.135], [0.052, 0.052, 0.381], [-0.159, -0.431, -0.091], [0.715, -1.002, -0.098], [-0.412, 0.541, -0.812], [-0.227, 0.504, 0.904]], "lowdin_charge": [-0.06, 0.01, 0.02, 0.02, 0.00, -0.09, 0.05, 0.05]}

(3)
{"formula": "CH6O2", "method": "the ωB97M-V functional and the def2-TZVPD basis", "smiles": "CO.O", "total_charge": 0, "orbital_gap_ev": 11.33, "e_tot_ev": -5228.586, "e_above_lowest_ev": 0.304, "homo_ev": -10.59, "symbols": ["C", "O", "H", "H", "H", "H", "O", "H", "H"], "xyz": [[1.283391, -0.359981, 0.723972], [0.019292, 0.137429, 0.723332], [1.924231, 0.323689, 1.305802], [1.751001, -0.527811, -0.260808], [1.225351, -1.325031, 1.254922], [-0.377448, 0.034239, 1.613472], [-2.339068, 0.521749, -1.761537], [-1.793798, 0.604219, -2.576477], [-1.692948, 0.591499, -1.022677]], "forces_ev_per_a": [[2.053, -1.142, 1.422], [-2.945, 1.116, -0.214], [0.312, -0.347, -0.248], [-0.732, 0.293, 0.193], [0.753, 0.008, -0.278], [0.462, 0.113, -0.958], [1.146, 0.177, -0.174], [-0.565, -0.085, 0.944], [-0.484, -0.133, -0.687]], "lowdin_charge": [-0.21, -0.12, 0.08, 0.09, 0.08, 0.11, -0.09, 0.05, 0.02]}

(4)
{"formula": "CH6O2", "method": "the ωB97M-V functional and the def2-TZVPD basis", "smiles": "CO.O", "total_charge": 0, "orbital_gap_ev": 11.49, "e_tot_ev": -5228.696, "e_above_lowest_ev": 0.195, "homo_ev": -10.68, "symbols": ["C", "O", "H", "H", "H", "H", "O", "H", "H"], "xyz": [[-0.136358, -1.664329, 0.492506], [0.631483, -0.491217, 0.718767], [-0.680608, -1.868193, 1.414026], [0.507887, -2.544678, 0.350802], [-0.825463, -1.653058, -0.353666], [1.162034, -0.400809, -0.088502], [-0.094657, 2.851530, -1.204277], [-0.189973, 3.648604, -0.660695], [-0.374342, 2.122154, -0.668958]], "forces_ev_per_a": [[0.237, -0.982, 0.723], [-0.053, -0.109, -1.069], [-0.209, 0.156, -0.117], [0.050, 0.180, -0.049], [-0.050, 0.496, -0.006], [0.006, 0.318, 0.472], [0.248, 0.953, -0.414], [0.011, -0.459, -0.156], [-0.239, -0.553, 0.615]], "lowdin_charge": [-0.18, -0.12, 0.08, 0.08, 0.07, 0.08, -0.06, 0.04, 0.01]}

(5)
{"formula": "CH6O4Si", "method": "the ωB97M-V functional and the def2-TZVPD basis", "smiles": "O=C(O)O.O[SiH3]", "total_charge": 0, "orbital_gap_ev": 11.47, "e_tot_ev": -17202.350, "e_above_lowest_ev": 1.321, "homo_ev": -11.05, "symbols": ["O", "C", "O", "O", "H", "H", "O", "Si", "H", "H", "H", "H"], "xyz": [[-1.795898, -0.036148, -0.540575], [-1.710117, -0.921953, 0.281346], [-0.622828, -1.766173, 0.622983], [-2.757502, -1.269948, 0.995333], [0.279405, -1.412567, 0.535013], [-2.558455, -2.207803, 1.384036], [0.955489, 0.267757, -0.799304], [1.847566, 1.530163, -0.392903], [0.079580, 0.540124, -1.227670], [1.036668, 2.449011, 0.356704], [2.324525, 1.952462, -1.590257], [2.921567, 0.875078, 0.375295]], "forces_ev_per_a": [[0.952, -0.959, 0.940], [1.482, 0.134, -0.734], [-1.531, 0.943, -0.146], [0.004, -3.108, 1.198], [-0.583, 0.602, -0.780], [-0.490, 2.537, -0.696], [-3.137, -1.155, -1.218], [0.625, -0.884, 2.042], [1.396, -1.028, 0.973], [-0.168, 0.828, 0.446], [1.255, 1.692, -2.314], [0.196, 0.397, 0.288]], "lowdin_charge": [0.10, -0.59, 0.07, 0.12, 0.10, 0.19, -0.34, 0.50, 0.07, -0.07, -0.10, -0.06]}

(6)
{"formula": "CH6OP2", "method": "the ωB97M-V functional and the def2-TZVPD basis", "total_charge": 0, "orbital_gap_ev": 8.19, "e_tot_ev": -21756.445, "e_above_lowest_ev": 2.818, "homo_ev": -8.90, "symbols": ["C", "O", "P", "P", "H", "H", "H", "H", "H", "H"], "xyz": [[1.108861, 0.571310, 0.470469], [0.328614, -2.363575, -0.162549], [-1.918766, 0.102816, 0.198515], [-0.091004, -0.181779, -0.810697], [0.360775, 1.243230, 0.768698], [1.949740, 1.113861, 0.033246], [1.297161, -0.255112, 1.241950], [1.318905, -2.326059, -0.110831], [-2.277874, 1.398340, -0.386921], [-2.556333, -0.738090, -0.730736]], "forces_ev_per_a": [[-0.694, -2.242, -0.654], [0.097, 3.325, -0.735], [-1.387, 0.192, 1.348], [3.468, -3.207, -0.223], [-0.381, 1.529, 1.560], [0.002, -0.546, 0.139], [-0.061, 1.578, -1.006], [-1.215, 0.118, -0.180], [0.477, -0.947, -0.060], [-0.306, 0.200, -0.189]], "lowdin_charge": [-0.38, -0.43, 0.46, 0.62, -0.07, 0.02, 0.06, -0.04, -0.11, -0.15]}